1.
{
  "formula": "C22H22N2O4",
  "method": "the ωB97M-V functional and the def2-TZVPD basis",
  "elements": ["C", "C", "C", "O", "C", "C", "O", "N", "C", "C", "C", "C", "N", "C", "C", "C", "C", "C", "C", "C", "C", "O", "O", "C", "C", "C", "C", "C", "H", "H", "H", "H", "H", "H", "H", "H", "H", "H", "H", "H", "H", "H", "H", "H", "H", "H", "H", "H", "H", "H"],
  "positions_angstrom": [[-1.584, -1.991, 1.897], [-1.028, -1.620, 0.560], [-1.847, -1.601, -0.568], [-3.152, -1.977, -0.391], [-4.168, -1.171, -0.963], [-4.142, 0.218, -0.308], [-4.860, 0.525, 0.615], [-3.215, 1.043, -0.843], [-2.830, 2.295, -0.217], [-1.394, 2.215, 0.226], [-1.049, 1.727, 1.480], [0.294, 1.645, 1.816], [1.270, 1.996, 0.997], [0.943, 2.448, -0.200], [-0.365, 2.575, -0.637], [-1.318, -1.247, -1.813], [0.008, -0.906, -1.937], [0.861, -0.907, -0.829], [2.256, -0.535, -0.878], [2.969, -0.496, 0.273], [2.379, -0.897, 1.544], [2.961, -0.917, 2.600], [1.074, -1.299, 1.533], [0.320, -1.276, 0.412], [4.395, -0.048, 0.353], [4.808, 0.723, -0.893], [4.394, -0.069, -2.126], [2.873, -0.171, -2.199], [-1.590, -3.074, 2.012], [-2.610, -1.642, 1.983], [-0.974, -1.566, 2.689], [-5.103, -1.671, -0.705], [-4.079, -1.097, -2.054], [-2.597, 0.701, -1.563], [-2.965, 3.114, -0.932], [-3.501, 2.440, 0.633], [-1.813, 1.428, 2.180], [0.609, 1.283, 2.786], [1.773, 2.730, -0.835], [-0.581, 2.961, -1.623], [-1.946, -1.270, -2.692], [0.390, -0.633, -2.908], [4.508, 0.560, 1.253], [5.033, -0.927, 0.484], [5.885, 0.889, -0.889], [4.313, 1.696, -0.899], [4.771, 0.404, -3.035], [4.824, -1.071, -2.067], [2.594, -0.919, -2.945], [2.454, 0.787, -2.522]],
  "forces_ev_per_a": [[-0.03, 0.07, 0.02], [-0.11, -0.02, -0.05], [0.65, 0.07, 0.07], [0.27, -0.24, 0.04], [-0.27, 0.21, 0.08], [0.01, -0.36, -0.46], [-0.27, -0.02, 0.40], [0.17, 0.36, -0.28], [-0.10, 0.02, 0.03], [0.10, 0.06, 0.02], [0.07, 0.11, -0.15], [-0.32, -0.02, 0.20], [0.52, 0.05, 0.19], [-0.10, 0.11, -0.28], [-0.06, -0.02, 0.20], [-0.31, -0.23, -0.02], [0.12, 0.01, 0.25], [-0.32, -0.15, 0.36], [0.38, -0.05, 0.42], [-0.08, -0.07, -0.52], [0.38, 0.02, 0.36], [-0.24, 0.02, -0.34], [-0.17, -0.14, 0.19], [-0.38, 0.09, -0.87], [0.04, 0.18, 0.02], [0.06, -0.32, 0.00], [-0.08, 0.26, -0.03], [0.22, -0.07, 0.05], [-0.02, -0.08, 0.10], [-0.02, -0.01, 0.07], [-0.03, -0.02, 0.09], [0.11, 0.18, -0.09], [0.03, -0.05, 0.09], [-0.13, -0.08, 0.14], [0.00, -0.02, 0.16], [0.08, 0.06, -0.14], [-0.10, -0.05, 0.12], [-0.06, -0.07, 0.13], [0.04, 0.04, -0.15], [-0.01, 0.07, -0.11], [-0.07, -0.01, -0.08], [0.07, 0.02, -0.10], [0.04, -0.06, -0.01], [0.06, 0.03, 0.07], [-0.01, 0.08, 0.02], [0.00, 0.12, 0.00], [0.01, -0.08, -0.02], [0.05, -0.05, -0.04], [-0.09, 0.06, -0.02], [-0.07, 0.00, -0.09]],
  "lowdin_charge": [0.005, -0.110, -0.236, -0.028, -0.080, -0.462, 0.077, 0.090, -0.113, -0.197, 0.001, -0.129, 0.089, -0.144, -0.016, -0.029, -0.011, -0.098, -0.108, -0.088, -0.416, 0.128, 0.115, -0.144, -0.130, -0.185, -0.187, -0.137, 0.098, 0.087, 0.084, 0.139, 0.122, 0.117, 0.127, 0.126, 0.122, 0.119, 0.104, 0.113, 0.117, 0.111, 0.126, 0.133, 0.112, 0.113, 0.111, 0.120, 0.120, 0.123],
  "largest_force_ev_per_a": 1.0,
  "e_above_lowest_kcal_mol": 16.3,
  "orbital_gap_ev": 8.610,
  "e_lumo_ev": 0.23,
  "smiles": "Cc1c(OCC(=O)NCc2ccncc2)ccc2c3c(c(=O)oc12)CCCC3",
  "homo_energy_ev": -8.38
}



2.
{
  "formula": "C3H11N2",
  "method": "the ωB97M-V functional and the def2-TZVPD basis",
  "elements": ["C", "N", "H", "H", "H", "H", "H", "H", "C", "C", "N", "H", "H", "H", "H", "H"],
  "positions_angstrom": [[0.585, 2.100, -0.174], [-0.017, 1.203, -1.201], [1.697, 1.949, -0.371], [0.216, 1.775, 0.828], [0.277, 3.141, -0.367], [0.614, 1.169, -2.014], [-0.152, 0.169, -0.862], [-0.988, 1.397, -1.496], [0.122, -2.064, -0.220], [-0.714, -0.978, 1.754], [-0.258, -0.902, 0.588], [0.964, -2.522, 0.327], [-0.834, -2.656, -0.178], [0.438, -1.962, -1.246], [-0.973, 0.041, 2.140], [-0.975, -1.858, 2.492]],
  "forces_ev_per_a": [[0.67, -0.30, 0.14], [-0.79, -1.90, -0.95], [-1.43, 0.52, 1.04], [0.70, 0.25, -0.87], [0.29, -0.53, 0.01], [-0.70, 0.16, 0.06], [0.70, 1.70, 0.75], [0.62, 0.61, -0.01], [-1.22, -1.64, 2.44], [-1.06, 0.63, 1.80], [0.55, 0.21, -1.62], [-0.51, -0.44, -0.42], [1.37, -0.33, -0.43], [-0.10, 0.92, -0.31], [0.08, -1.08, 0.27], [0.85, 1.21, -1.91]],
  "lowdin_charge": [-0.029, 0.076, 0.128, 0.091, 0.104, 0.162, 0.115, 0.171, -0.101, -0.036, -0.165, 0.098, 0.109, 0.065, 0.078, 0.137],
  "largest_force_ev_per_a": 3.2,
  "total_charge": 1,
  "e_above_lowest_kcal_mol": 47.2,
  "orbital_gap_ev": 10.533,
  "e_lumo_ev": -3.36,
  "homo_energy_ev": -13.90
}



3.
{
  "formula": "C24H21N7STeTl",
  "method": "the ωB97M-V functional and the def2-TZVPD basis",
  "elements": ["Tl", "C", "N", "C", "C", "C", "C", "C", "C", "N", "C", "C", "C", "C", "C", "C", "N", "C", "C", "C", "C", "C", "N", "H", "H", "H", "H", "H", "H", "H", "H", "H", "H", "H", "H", "H", "H", "H", "H", "H", "H", "Te", "C", "C", "C", "C", "S", "H", "H", "H", "N", "C", "N", "C", "N"],
  "positions_angstrom": [[-0.867, -0.968, -0.760], [1.636, 0.409, 0.956], [0.178, 0.485, 1.042], [-0.324, 1.854, 0.859], [-0.299, 2.312, -0.580], [0.150, 3.573, -0.936], [0.039, 3.972, -2.261], [-0.517, 3.104, -3.183], [-0.929, 1.855, -2.746], [-0.818, 1.472, -1.478], [-0.294, -0.101, 2.302], [-0.075, -1.598, 2.338], [0.159, -2.263, 3.532], [0.300, -3.642, 3.513], [0.216, -4.315, 2.306], [-0.007, -3.580, 1.155], [-0.147, -2.252, 1.176], [2.165, 0.292, -0.449], [3.420, 0.780, -0.773], [3.915, 0.562, -2.048], [3.137, -0.127, -2.963], [1.891, -0.572, -2.566], [1.419, -0.371, -1.332], [1.966, -0.482, 1.497], [2.095, 1.271, 1.458], [0.235, 2.559, 1.487], [-1.364, 1.871, 1.193], [0.565, 4.229, -0.184], [0.380, 4.952, -2.565], [-0.630, 3.380, -4.221], [-1.369, 1.140, -3.429], [-1.362, 0.107, 2.383], [0.197, 0.358, 3.168], [0.230, -1.704, 4.454], [0.480, -4.183, 4.432], [0.325, -5.387, 2.245], [-0.072, -4.061, 0.189], [3.999, 1.312, -0.032], [4.896, 0.924, -2.323], [3.481, -0.323, -3.967], [1.243, -1.115, -3.238], [-3.579, -1.038, -0.598], [-3.806, 0.714, 0.517], [-3.952, 0.820, 1.877], [-4.156, 2.154, 2.309], [-4.176, 3.037, 1.266], [-3.956, 2.248, -0.229], [-3.950, -0.036, 2.536], [-4.306, 2.444, 3.337], [-4.333, 4.101, 1.310], [3.383, -4.759, -2.793], [2.263, -4.663, -2.534], [0.985, -4.609, -2.193], [0.319, -3.547, -2.227], [-0.380, -2.595, -2.232]],
  "forces_ev_per_a": [[0.04, 0.02, 0.00], [0.06, 0.04, 0.11], [-0.06, -0.02, 0.07], [0.04, -0.01, 0.06], [-0.06, 0.01, 0.00], [-0.06, -0.08, 0.00], [0.01, 0.01, 0.03], [-0.02, -0.02, -0.02], [0.00, 0.04, -0.02], [0.12, 0.05, 0.05], [0.04, 0.01, 0.01], [0.01, -0.02, 0.04], [-0.01, 0.05, -0.14], [0.00, 0.00, 0.01], [0.00, 0.02, -0.02], [0.02, 0.00, 0.05], [0.01, -0.01, 0.06], [0.03, 0.01, -0.04], [-0.08, -0.03, -0.01], [0.01, -0.01, -0.04], [-0.06, -0.01, 0.03], [0.04, 0.03, -0.02], [0.03, -0.05, 0.00], [-0.01, 0.02, -0.02], [0.00, -0.04, -0.05], [0.00, -0.02, -0.04], [-0.06, 0.02, -0.01], [0.03, 0.04, 0.01], [0.01, 0.03, -0.01], [0.00, 0.00, -0.02], [-0.01, -0.03, -0.03], [-0.07, -0.01, 0.00], [-0.02, -0.01, -0.03], [0.00, 0.01, 0.04], [0.00, -0.01, 0.00], [0.01, -0.02, 0.00], [0.00, -0.03, -0.01], [0.02, 0.02, 0.03], [0.02, 0.01, 0.00], [0.02, -0.01, -0.03], [0.00, -0.02, -0.04], [-0.01, -0.04, -0.01], [0.04, -0.03, 0.12], [0.00, -0.11, -0.08], [-0.01, 0.13, -0.12], [0.02, -0.09, 0.10], [0.04, 0.07, -0.07], [0.03, -0.02, 0.01], [0.00, 0.01, 0.05], [-0.01, 0.07, -0.01], [0.21, 0.00, -0.07], [0.15, 0.07, 0.02], [-0.27, -0.32, 0.10], [-0.02, 0.28, 0.02], [-0.18, -0.01, -0.08]],
  "lowdin_charge": [0.630, -0.097, -0.211, -0.101, -0.273, 0.008, -0.025, -0.026, -0.108, 0.017, -0.112, -0.261, 0.006, -0.020, -0.015, -0.080, 0.027, -0.244, 0.007, -0.019, -0.015, -0.102, 0.044, 0.142, 0.143, 0.141, 0.108, 0.123, 0.120, 0.117, 0.126, 0.118, 0.146, 0.125, 0.122, 0.122, 0.098, 0.125, 0.122, 0.121, 0.103, 0.946, -1.050, -0.268, -0.182, -0.401, 0.951, 0.104, 0.108, 0.072, 0.113, -0.376, 0.093, -0.380, 0.018],
  "largest_force_ev_per_a": 0.4,
  "total_charge": 1,
  "e_above_lowest_kcal_mol": 1.2,
  "orbital_gap_ev": 7.781,
  "e_lumo_ev": -3.37,
  "homo_energy_ev": -11.15
}